{"formula": "C2HBr2FO", "method": "ωB97M-V/def2-TZVPD", "symbols": ["C", "C", "O", "F", "Br", "Br", "H"], "xyz": [[2.0570, -0.4501, -0.1300], [-2.0856, 0.4728, 0.1621], [0.9553, -0.8310, 0.0424], [2.4574, -0.0590, -1.3528], [-3.0069, 2.1297, 0.2259], [-3.2563, -0.8397, 0.5873], [2.8791, -0.4227, 0.4652]], "fmax_ev_per_a": 3.826, "lumo_energy_ev": -1.121, "homo_energy_ev": -9.29}


{"formula": "C2HBr3", "method": "ωB97M-V/def2-TZVPD", "symbols": ["C", "C", "Br", "Br", "Br", "H"], "xyz": [[0.1309, 0.5042, -0.6987], [-0.0955, 0.2732, 0.5563], [-0.0159, -0.7909, -1.9642], [0.0260, 0.9422, 2.2059], [-0.5356, -2.5211, 0.7490], [0.4902, 1.5924, -0.8484]], "fmax_ev_per_a": 2.690, "lumo_energy_ev": -2.362, "homo_energy_ev": -9.25}


{"formula": "C2HBrCl2S", "method": "ωB97M-V/def2-TZVPD", "symbols": ["C", "C", "S", "Cl", "Cl", "Br", "H"], "xyz": [[-0.0899, 0.5653, -0.3499], [1.9106, 0.9715, -0.5880], [2.9401, -0.2941, -0.9724], [-0.6135, 1.9784, 0.3416], [2.2156, 2.1581, 0.5247], [4.7231, -0.1699, 0.3454], [-0.7546, 0.3620, -1.1260]], "fmax_ev_per_a": 4.490, "lumo_energy_ev": [-1.021, -1.376], "homo_energy_ev": [-7.92, -8.73]}


{"formula": "C2HBrCl3F", "method": "ωB97M-V/def2-TZVPD", "symbols": ["C", "C", "F", "Cl", "Cl", "Cl", "Br", "H"], "xyz": [[-2.1754, 0.7431, -0.6238], [1.7869, -0.4939, 0.4474], [2.3660, -0.3426, -0.7726], [-3.3912, 0.0494, 0.2486], [1.4083, -2.0734, 0.8002], [2.6926, 0.4642, 1.5856], [-0.4393, 1.0258, -0.0916], [-2.2479, 0.6273, -1.5937]], "fmax_ev_per_a": 4.773, "lumo_energy_ev": [-0.387, -0.741], "homo_energy_ev": [-8.73, -8.31]}


{"formula": "C2HBrF3I", "method": "ωB97M-V/def2-TZVPD", "symbols": ["C", "C", "F", "F", "F", "Br", "I", "H"], "xyz": [[0.1809, -1.3727, -0.5596], [0.9319, -0.9265, 0.6336], [0.3842, 0.2019, 1.1318], [2.1758, -0.6164, 0.1407], [1.0267, -1.6426, 1.7784], [-1.4618, -2.0512, -0.3823], [-3.5289, 0.0964, 0.3379], [0.5352, -1.1929, -1.6131]], "fmax_ev_per_a": 1.875, "lumo_energy_ev": [-1.731, -2.666], "homo_energy_ev": [-9.89, -9.59]}


{"formula": "C2HBrFO2", "method": "ωB97M-V/def2-TZVPD", "symbols": ["C", "C", "O", "O", "F", "Br", "H"], "xyz": [[1.4008, -1.1899, 0.1110], [-0.6143, 0.7812, 0.1566], [1.3679, -1.3828, 1.2308], [1.5257, -1.1401, -1.0318], [-0.6228, 0.3744, -1.1676], [-2.5647, 0.7867, 0.7604], [-0.4927, 1.7705, -0.0595]], "fmax_ev_per_a": 3.499, "lumo_energy_ev": 3.715, "homo_energy_ev": -2.53, "charge": -1}


{"formula": "C2HBrFOS2", "method": "ωB97M-V/def2-TZVPD", "symbols": ["C", "C", "O", "F", "S", "S", "Br", "H"], "xyz": [[-1.3797, -0.1736, 0.2053], [-0.0170, 0.0405, 0.3063], [-2.4961, -0.0716, -0.1515], [0.3624, -1.8009, -1.3089], [-0.6700, -1.0318, 1.7156], [1.0992, -0.2946, -0.9801], [2.2322, 1.9414, -0.4080], [0.8689, 1.3906, 0.6213]], "fmax_ev_per_a": 2.958, "lumo_energy_ev": 3.324, "homo_energy_ev": -4.15, "charge": -1}


{"formula": "C2HBrIN", "method": "ωB97M-V/def2-TZVPD", "symbols": ["C", "C", "N", "Br", "I", "H"], "xyz": [[0.8570, 0.0854, -0.5080], [-0.4868, 0.4198, -0.5326], [1.9694, -0.2673, -0.3717], [-1.4322, 1.6279, -1.4873], [0.2688, -1.7166, 2.6278], [-1.1762, -0.1491, 0.2718]], "fmax_ev_per_a": 4.186, "lumo_energy_ev": [-1.730, -3.346], "homo_energy_ev": [-10.44, -9.22]}


{"formula": "C2HBrN2O2", "method": "ωB97M-V/def2-TZVPD", "symbols": ["C", "C", "N", "N", "O", "O", "Br", "H"], "xyz": [[-0.2452, -0.3841, -0.9373], [0.4585, -0.1159, 0.0409], [-1.0629, -0.4955, -1.7923], [0.3164, 0.9673, 0.8494], [-0.3397, 1.8797, 0.3565], [1.0148, 1.1116, 1.9172], [1.5766, -1.5699, 0.8219], [-1.7185, -1.3932, -1.2565]], "fmax_ev_per_a": 6.627, "lumo_energy_ev": [-1.077, -4.289], "homo_energy_ev": [-7.33, -10.84], "spin_multiplicity": 3}


{"formula": "C2HBrO2", "method": "ωB97M-V/def2-TZVPD", "symbols": ["O", "C", "O", "C", "Br", "H"], "xyz": [[-0.7740, -1.8402, -0.5672], [-0.3593, -0.9073, -0.0130], [-0.2780, -0.2233, 1.0666], [0.0836, 0.6237, -0.0580], [1.9615, 1.0789, -0.0913], [-0.6338, 1.2681, -0.3370]], "fmax_ev_per_a": 5.888, "lumo_energy_ev": 0.603, "homo_energy_ev": -9.89}


Number 1: DFT total energy -146936.541 eV. Number 2: DFT total energy -212213.817 eV. Number 3: DFT total energy -108007.539 eV. Number 4: DFT total energy -112413.386 eV. Number 5: DFT total energy -88383.516 eV. Number 6: DFT total energy -78945.033 eV. Number 7: DFT total energy -98567.343 eV. Number 8: DFT total energy -81720.332 eV. Number 9: DFT total energy -79198.355 eV. Number 10: DFT total energy -76225.262 eV.